Entry from the Open Molecules 2025 dataset: C14H22MoNO6 as an isolated structure (ωB97M-V with the def2-TZVPD basis set).

Last column: Löwdin charge in e.
Positions of all 44 atoms, in Å:
Mo1 0.55406 0.58804 0.35119  2.033
C1 -1.57211 0.99114 2.70056  0.054
O1 -1.30189 0.40516 1.35098  -0.378
C2 -2.17002 -0.74607 1.06816  -0.091
C3 -2.06409 -0.97260 -0.40555  -0.118
O2 -0.64172 -1.00816 -0.68409  -0.336
C4 -0.36275 -1.47919 -2.04770  0.023
H1 -2.65109 1.07356 2.79807  0.124
H2 -1.10243 1.96667 2.72166  0.103
H3 -1.16164 0.33194 3.46076  0.107
H4 -3.19048 -0.51478 1.37024  0.164
H5 -1.79739 -1.59366 1.64315  0.144
H6 -2.51085 -0.15854 -0.98230  0.137
H7 -2.54457 -1.91191 -0.68205  0.167
H8 -0.83432 -2.45165 -2.16859  0.124
H9 0.71469 -1.57385 -2.14403  0.104
H10 -0.76952 -0.76957 -2.76749  0.105
O3 4.11904 -0.81432 -0.86077  0.331
C5 3.19106 -0.79359 -0.18214  -0.274
O4 2.04278 0.17864 -0.48802  -0.249
C6 2.69483 -1.50946 1.02107  -0.161
C7 3.45784 -2.48542 1.61722  0.094
C8 2.94290 -3.10686 2.75570  0.064
C9 1.70297 -2.71581 3.23096  0.045
C10 1.00077 -1.72031 2.56460  -0.047
N1 1.48075 -1.12567 1.46687  -0.005
H11 4.42779 -2.74160 1.20925  0.162
H12 3.51422 -3.87527 3.26146  0.153
H13 1.27438 -3.16689 4.11594  0.147
H14 0.04006 -1.39029 2.93184  0.108
C11 -0.44832 2.70548 -3.26349  -0.110
C12 -1.77122 2.43674 -2.54679  -0.123
C13 -1.40840 2.58906 -1.09766  -0.053
O5 -0.03112 1.90852 -1.02436  -0.360
C14 0.58791 1.97320 -2.44512  -0.046
H15 -0.23879 3.77373 -3.29384  0.145
H16 -0.44782 2.33286 -4.28705  0.150
H17 -2.16886 1.44221 -2.76385  0.120
H18 -2.53389 3.16763 -2.81706  0.154
H19 -2.03785 2.08345 -0.37164  0.113
H20 -1.22372 3.61971 -0.80090  0.156
H21 0.73171 0.94030 -2.74557  0.105
H22 1.53651 2.48415 -2.30612  0.148
O6 0.97059 1.63328 1.53648  -0.231

Output
Net charge: +3
DFT total energy, hartree: -1119.97653
ΔE to the lowest compared entry with this formula, charge and spin, eV: 0.000

Entry from the Open Molecules 2025 dataset: a 2-piece molecular cluster, C4H7NO overall (ωB97M-V with the def2-TZVPD basis set).

Last column: Löwdin charge in e.
Positions of all 13 atoms, in Å:
C1 -1.78173 -0.47890 -1.53893  0.068
C2 -1.11241 -0.05227 -0.53713  -0.402
C3 -0.21346 -0.94619 0.26500  -0.036
C4 -1.22823 1.31970 -0.26353  -0.214
N1 -1.34624 2.45596 -0.19488  0.172
H1 -1.75402 -1.49164 -1.86093  0.076
H2 -2.36459 0.19184 -2.07535  0.067
H3 -0.22337 -1.81947 -0.48200  0.099
H4 0.75443 -0.41812 0.44966  0.087
H5 -0.79549 -1.35621 1.09433  0.084
O1 1.82989 2.02606 1.06071  -0.134
H6 1.04890 2.46362 1.61514  0.102
H7 2.56399 1.75066 1.64141  0.032

Output
Structure (SMILES): C=C(C)C#N.O
DFT total energy, hartree: -286.54760
ΔE to the lowest compared entry with this formula, charge and spin, eV: 2.287

Entry from the Open Molecules 2025 dataset: C22H49Br2F4N6O8P3 as an isolated structure (ωB97M-V with the def2-TZVPD basis set).

Last column: Löwdin charge in e.
Positions of all 94 atoms, in Å:
C1 -1.80356 -2.67066 -0.97835  -0.033
C2 -3.01332 -1.75795 -0.93478  -0.370
F1 -4.12099 -2.59229 -0.92889  -0.025
C3 -2.99456 -0.92204 0.36189  -0.047
C4 -2.92990 0.60474 0.12081  -0.203
O1 -2.09432 1.05300 1.23476  0.016
C5 -2.97214 0.87267 2.30548  -0.500
O2 -2.66507 0.53239 3.42038  0.184
O3 -4.25887 1.13229 1.87725  0.092
C6 -4.14464 1.44590 0.51123  -0.381
C7 -5.37368 1.45713 -0.38233  -0.080
C8 -6.00174 0.06861 -0.69234  -0.161
C9 -7.36872 -0.14911 -0.07343  -0.791
F2 -8.25824 0.74738 -0.52153  0.032
Br1 -7.98110 -1.90269 -0.74315  0.764
C10 -7.35728 -0.23368 1.49363  -0.944
F3 -6.21948 -0.81272 1.85212  0.054
F4 -7.47515 0.96617 2.01706  0.102
Br2 -8.76410 -1.39991 2.18838  0.756
P1 -3.49586 3.22410 0.32388  0.532
O4 -4.61410 4.10384 -0.00408  -0.252
O5 -2.45360 3.26453 -0.90529  -0.118
O6 -2.83922 3.76585 1.68130  -0.080
H1 -1.79901 -3.26193 -0.06005  0.088
H2 -0.87531 -2.10461 -0.98719  0.076
H3 -1.87441 -3.37929 -1.79619  0.087
H4 -3.00137 -1.14546 -1.83735  0.143
H5 -3.92422 -1.18253 0.86043  0.124
H6 -2.12872 -1.24689 0.92401  0.128
H7 -2.57703 0.80923 -0.88416  0.151
H8 -5.10276 1.93683 -1.31214  0.126
H9 -6.13143 2.05222 0.11748  0.124
H10 -6.15294 0.02176 -1.76673  0.120
H11 -5.38773 -0.78645 -0.44505  0.072
H12 -2.18096 4.17689 -1.05498  0.093
H13 -1.87535 3.77365 1.65222  0.094
O7 0.37245 -0.94304 -3.52174  -0.309
P2 0.94586 0.43899 -3.29522  0.709
N1 0.80311 1.06101 -4.89898  -0.341
C11 1.88699 1.27291 -5.83251  -0.127
C12 -0.52307 1.01942 -5.50059  -0.132
N2 2.54425 -0.05099 -2.89758  -0.316
C13 3.76628 0.50099 -3.44706  -0.142
C14 2.76223 -1.44383 -2.53549  -0.138
N3 1.33537 2.01430 -2.64386  -0.267
C15 1.37392 1.99807 -1.16357  -0.119
C16 0.47039 3.14577 -3.02504  -0.126
H14 2.65718 1.92334 -5.41156  0.064
H15 1.53756 1.79996 -6.72106  0.078
H16 2.34932 0.33241 -6.15828  0.083
H17 -1.12830 1.87887 -5.17473  0.066
H18 -1.06704 0.11094 -5.22791  0.065
H19 -0.47963 1.04654 -6.58781  0.077
H20 3.99957 0.08266 -4.43328  0.075
H21 4.61111 0.27546 -2.78915  0.077
H22 3.73624 1.58652 -3.51589  0.069
H23 2.81958 -2.07807 -3.42917  0.085
H24 1.97091 -1.82304 -1.89446  0.063
H25 3.69134 -1.56641 -1.97356  0.075
H26 0.38231 1.81671 -0.73484  0.071
H27 1.74806 2.94947 -0.78365  0.083
H28 2.04364 1.22371 -0.79292  0.066
H29 -0.58736 2.94277 -2.83596  0.066
H30 0.59840 3.40382 -4.07364  0.076
H31 0.75466 4.03356 -2.45795  0.081
O8 2.81714 -0.31677 1.55345  -0.314
P3 3.41337 -1.30583 2.53135  0.714
N4 2.25638 -1.07913 3.78683  -0.339
C17 2.45303 -0.36016 5.02404  -0.125
C18 0.86863 -1.30084 3.40354  -0.129
N5 4.88103 -0.45649 2.81759  -0.322
C19 5.44250 -0.13105 4.11323  -0.143
C20 5.27222 0.54673 1.83532  -0.141
N6 4.11868 -2.70885 3.31293  -0.272
C21 5.11041 -3.38598 2.43522  -0.130
C22 3.19758 -3.76014 3.78348  -0.128
H32 3.30154 -0.75632 5.58732  0.064
H33 1.59753 -0.48819 5.68816  0.080
H34 2.59816 0.71632 4.86458  0.082
H35 0.62694 -2.37384 3.44290  0.067
H36 0.66255 -0.95279 2.38796  0.059
H37 0.16795 -0.78550 4.05847  0.077
H38 4.97024 0.75402 4.55523  0.075
H39 6.51150 0.08288 4.01887  0.077
H40 5.37477 -0.96095 4.81374  0.069
H41 4.73154 1.49089 1.97573  0.083
H42 5.09031 0.19480 0.82302  0.063
H43 6.34353 0.74887 1.90838  0.077
H44 4.63576 -3.82729 1.55391  0.081
H45 5.62379 -4.17455 2.98525  0.079
H46 5.87071 -2.68591 2.09546  0.072
H47 2.51787 -4.10068 2.99822  0.084
H48 2.61171 -3.41723 4.63273  0.075
H49 3.76818 -4.61986 4.13631  0.080

Output
DFT total energy, hartree: -8369.66153

Entry from the Open Molecules 2025 dataset: a 2-piece molecular cluster, C5H12O2 overall (ωB97M-V with the def2-TZVPD basis set).

Last column: Löwdin charge in e.
Positions of all 19 atoms, in Å:
C1 2.51005 -1.29960 0.58513  -0.108
C2 1.76281 -0.08311 1.04789  -0.110
C3 0.57619 0.36218 0.62423  -0.352
O1 0.09343 1.53075 1.14252  0.028
C4 -0.27240 -0.27989 -0.44986  -0.120
C5 -1.76362 -0.34848 -0.13905  -0.233
O2 -2.27424 0.98462 -0.03858  -0.111
H1 3.45550 -1.02108 0.10162  0.072
H2 2.76679 -1.95092 1.42982  0.070
H3 1.94696 -1.90246 -0.13429  0.057
H4 2.25625 0.53645 1.79515  0.109
H5 -0.81121 1.66414 0.81221  0.068
H6 0.07324 -1.29978 -0.63880  0.109
H7 -0.14993 0.27561 -1.38784  0.095
H8 -1.93485 -0.89677 0.79729  0.129
H9 -2.28139 -0.87773 -0.95068  0.118
H10 -3.14133 0.95715 0.38396  0.105
H11 -1.09159 1.96686 -2.92836  0.047
H12 -1.46208 1.92975 -2.28389  0.027

Output
Structure (SMILES): C/C=C(/O)CCO.[H][H]
DFT total energy, hartree: -348.12857
ΔE to the lowest compared entry with this formula, charge and spin, eV: 2.075

Number 2 is which compound?
C4H7NO

Which formula does entry 4 have?
C5H12O2

Which of these has the highest DFT total energy?
C4H7NO